The following is a quantum chemistry calculation of a molecular structure, C5H11AlFO2, from the Open Molecules 2025 dataset.

```
! RIJCOSX wB97M-V def2-TZVPD def2/J DEFGRID3
* xyz -1 1
C 1.908 0.412 1.132
C 1.849 -0.366 -0.179
F 1.704 -1.733 0.122
C 0.825 0.069 -1.223
C -0.699 -0.073 -0.997
C -1.336 1.056 -0.153
O -2.634 0.675 0.184
Al -2.421 -1.037 0.694
O -1.072 -1.301 -0.458
H 1.351 1.341 1.086
H 1.472 -0.193 1.925
H 2.937 0.649 1.406
H 2.830 -0.310 -0.666
H 1.073 -0.474 -2.138
H 1.032 1.130 -1.423
H -1.133 0.036 -2.008
H -1.312 1.999 -0.724
H -0.741 1.216 0.756
H -1.966 -1.069 2.256
H -3.668 -2.028 0.406
*
```

Computed properties:
Relative energy (zero: lowest compared OMol25 entry of this formula, charge and spin) ... 0.0 kcal/mol
HOMO ... -4.537 eV
Electronic energy ... -18775.85191 eV
Orbital gap ... 8.1781 eV

Atomic charges from the Mulliken analysis, expressed in e, are listed below: -1.275, 0.514, -0.351, -0.893, 0.429, -0.449, -0.633, 0.432, -0.620, 0.302, 0.335, 0.310, 0.266, 0.390, 0.305, 0.113, 0.336, 0.134, -0.298, -0.351